C3H2S | ωB97M-V/def2-TZVPD

Atoms and positions in Å:
S (-2.241, -2.022, 2.961)
C (-0.502, -0.191, -0.636)
C (0.105, -0.889, 0.327)
C (-1.233, -0.431, 0.597)
H (0.875, -1.394, 0.839)
H (-0.549, 0.514, -1.372)

The calculation puts the orbital gap (alpha / beta) at 7.35 / 7.33 eV. For the largest force on an atom, the calculation gives 0.086 Eh/bohr. The value obtained for the HOMO energy (alpha / beta) is -9.219 / -9.222 eV. As for the charge: 0. The value obtained for the relative energy (zero: lowest compared OMol25 entry of this formula, charge and spin) is 109.4 kcal per mole.